Entry 1:
Density functional theory data (wB97M-V/def2-TZVPD) for one molecule with the formula C20H30N4O2.

Last column: Mulliken charge in e.
Cartesian coordinates (Å):
1 O 4.073550 5.653975 3.287759  -0.81
2 O 4.192834 5.799191 5.737444  -0.50
3 N 0.147566 -1.701247 -2.623018  0.70
4 N -1.025889 0.405945 0.848175  -0.61
5 N -0.774088 0.520230 -1.456469  0.65
6 N 3.249257 4.816487 4.922553  -0.10
7 C -3.247194 -1.794512 0.874296  -2.05
8 C -2.532481 -1.203017 -0.486973  -0.61
9 C 3.348637 4.805592 3.743862  0.70
10 C -2.248880 -2.579397 1.625356  -0.20
11 C 2.492073 3.687082 1.736643  -0.22
12 C -1.541666 -3.099946 -3.810912  -1.07
13 C -1.207234 0.272980 -2.663815  -1.10
14 C 0.744306 1.971087 1.518112  -2.20
15 C -0.151075 1.486962 0.532004  1.01
16 C -0.042320 -3.116022 -3.389278  -1.36
17 C 1.602985 3.099483 -0.550367  -1.86
18 C 0.050124 -0.478962 -3.462291  -1.19
19 C 1.299784 -1.940526 -1.752813  -0.60
20 C -2.928274 -2.947840 2.957627  -1.41
21 C 1.608713 2.941120 0.974893  1.49
22 C -1.316076 -0.164606 -0.379829  0.35
23 C 2.244988 4.028449 3.020679  -0.37
24 C 1.163862 -2.645412 -0.630827  -0.73
25 C 0.039198 1.413983 -0.633507  0.03
26 C 0.740069 2.353196 -1.162102  -0.11
27 H 0.744180 -3.109503 -4.148609  0.45
28 H 0.556095 1.909642 2.390237  0.88
29 H 2.481061 4.604826 5.729946  0.33
30 H -1.622367 -4.086587 -4.348683  0.44
31 H 2.997519 4.397093 1.035287  0.24
32 H 1.038979 0.091747 -3.331512  0.29
33 H -1.359942 -2.073925 1.927920  0.33
34 H -2.182300 -3.128554 -2.849355  0.21
35 H 1.930527 -2.704798 0.066260  0.54
36 H 0.256986 -2.104241 0.105934  -0.09
37 H -4.051495 -2.128934 0.776981  1.43
38 H 0.934090 2.549723 -2.459176  0.03
39 H -2.109530 -2.018562 -1.167729  -0.37
40 H -1.958095 -0.314107 -2.831755  0.75
41 H -3.819085 -3.567336 2.637256  0.29
42 H -1.720823 -2.372324 -4.402716  0.40
43 H -1.236999 1.389946 -3.256168  0.29
44 H -3.458165 -0.830833 1.498421  0.28
45 H 4.685080 6.232436 4.882157  0.41
46 H -0.231179 -0.740278 -4.348183  0.73
47 H 0.210680 -3.699905 -2.817024  0.88
48 H -3.315871 -0.864325 -0.988852  0.77
49 H 1.927178 3.249153 3.818041  0.10
50 H 0.716650 -3.814460 -0.607791  0.18
51 H -1.841308 -3.395374 1.162093  0.45
52 H 2.328108 -2.329476 -2.254021  0.23
53 H -2.205893 -3.516398 3.460777  0.46
54 H -3.387694 -2.052614 3.624567  0.25
55 H 1.580507 -0.932279 -1.315980  0.09
56 H 2.130336 3.775972 -0.765526  0.90

Force components x, y, z for each atom (eV/Å):
O 3.07 1.49 -3.57
O -0.80 -1.11 -4.12
N 0.75 -3.77 -0.68
N -1.24 -1.83 -2.55
N 0.28 -0.74 10.60
N -1.16 0.80 18.49
C 14.48 9.60 0.51
C 3.91 -2.70 1.95
C -2.92 1.02 -9.70
C -1.51 1.64 3.27
C -0.45 3.72 0.12
C 2.44 -7.43 4.90
C 7.40 6.46 -8.32
C 2.05 4.17 -13.04
C -2.87 -5.30 16.04
C -4.94 14.80 -9.31
C -5.47 -7.37 10.11
C 1.44 1.00 8.00
C 3.78 5.71 -5.92
C -2.48 0.86 -0.55
C -2.03 -3.86 -2.83
C -3.10 0.90 4.06
C 3.50 -2.53 2.07
C -7.60 -5.93 8.44
C -1.18 -1.36 -16.52
C 4.50 4.06 -10.88
H -0.54 -0.05 -0.73
H -2.12 -1.36 11.38
H 2.47 0.19 -3.40
H -0.74 0.95 0.30
H 0.65 -0.38 1.41
H -1.63 -0.46 -0.72
H 0.52 1.34 -0.28
H 0.94 0.14 -1.81
H 1.95 0.14 0.71
H 2.31 -1.45 -1.98
H -12.16 -5.90 -2.36
H -1.28 -1.03 3.65
H -0.59 0.64 1.22
H -4.73 -2.96 -0.23
H 0.81 0.29 0.94
H -1.54 5.03 -3.97
H -0.72 -2.88 1.26
H 0.52 -1.42 -0.93
H -1.73 -1.45 2.08
H -1.22 -1.16 -5.73
H 3.88 -11.12 10.86
H -3.10 2.38 -2.65
H -0.71 1.17 -1.83
H 1.21 2.81 -0.70
H 0.32 -2.60 -1.47
H -2.03 0.87 0.05
H 0.47 -0.95 1.50
H 1.50 -1.89 -1.73
H 0.10 -0.53 -1.03
H 7.36 9.35 -4.39

As for the structure (SMILES): CCCCc1nc2cc(/C=C/C(=O)NO)ccc2n1CCN(CC)CC. The largest force on an atom comes out at 0.361 hartree/bohr. The energy above the lowest of the compared OMol25 structures with the same formula, charge and spin comes out at 23.3830 eV. The LUMO energy comes out at -0.31 eV. The value obtained for the total energy is -1148.8516 Ha. The HOMO-LUMO gap is 7.9 eV.

---

Entry 2:
Density functional theory data (wB97M-V/def2-TZVPD) for a 3-piece molecular cluster, C20H30N4O3S overall.

Last column: Mulliken charge in e.
Cartesian coordinates (Å):
1 S -1.641421 1.605068 2.420316  -0.21
2 O -3.161357 -0.325852 -2.195036  -0.66
3 O -3.755290 -2.452536 -5.716083  -0.64
4 O 7.305533 1.274647 3.474551  -0.38
5 N -2.206929 -2.054587 -7.281908  -0.16
6 N 3.123459 2.483137 4.828600  -0.58
7 N -4.945551 -1.175880 -1.142229  -0.11
8 N 4.805913 -0.033334 4.555255  -0.54
9 C 2.759905 1.361008 4.098296  0.31
10 C 0.904916 0.316611 2.605304  0.49
11 C 4.333944 2.278551 5.414499  -0.39
12 C -3.893026 -1.287518 -1.998829  0.84
13 C 7.669586 0.712407 4.776050  0.21
14 C -5.918119 -2.185893 -0.778306  -0.89
15 C 1.422428 1.406643 3.394963  -0.42
16 C 3.007673 -1.020752 3.176968  -0.53
17 C -3.673062 -2.612511 -2.678105  -1.32
18 C -0.464322 0.307590 1.858641  -0.39
19 C -3.273067 -1.675278 -6.527658  0.76
20 C -1.499009 -1.287987 -8.287047  -0.83
21 C -3.822991 -0.287570 -6.728916  -1.28
22 C -2.273284 2.698628 -0.062039  -1.00
23 C 3.557045 0.130034 3.974803  0.24
24 C 6.565875 0.987114 6.003021  -0.82
25 C 5.175599 1.059861 5.273102  0.71
26 C -2.872581 1.661575 1.018566  -0.06
27 C 1.735161 -0.959796 2.502101  -0.67
28 C 8.425391 2.071654 4.255579  -0.64
29 H -4.666525 -0.135921 -6.058035  0.28
30 H -1.916233 -0.292462 -8.411447  0.32
31 H 6.867665 1.953977 6.474495  0.31
32 H -5.872779 -2.337261 0.302195  0.29
33 H -4.537762 -2.869142 -3.290742  0.39
34 H 3.604718 -1.965188 3.076902  0.33
35 H -4.171704 -0.165317 -7.756192  0.39
36 H -3.490345 -3.391343 -1.934030  0.40
37 H -3.160224 3.044100 -0.666177  0.32
38 H 9.140273 1.888925 3.406889  0.37
39 H -6.912481 -1.820666 -1.043075  0.29
40 H 6.644323 0.094941 6.676434  0.31
41 H -3.875981 2.043557 1.356356  0.37
42 H 1.359786 -1.834997 1.913031  0.33
43 H 8.294985 -0.257654 4.819699  0.28
44 H 7.792549 2.988668 4.348039  0.25
45 H -3.059807 0.457635 -6.497928  0.36
46 H -5.734819 -3.130532 -1.282910  0.34
47 H -1.477799 2.245424 -0.706580  0.25
48 H -5.028238 -0.259801 -0.726536  0.23
49 H -0.937923 -0.699596 2.067720  0.34
50 H 0.821824 2.352995 3.478617  0.29
51 H -0.269306 0.337519 0.743487  0.34
52 H -0.452284 -1.207214 -7.987498  0.28
53 H 4.746928 3.120532 6.034561  0.30
54 H -1.894193 3.574430 0.525252  0.37
55 H -1.555214 -1.825524 -9.235758  0.28
56 H -2.802693 -2.544046 -3.325783  0.25
57 H -2.953144 0.634366 0.555052  -0.12
58 H -1.896013 -2.995443 -7.090496  0.23

Force components x, y, z for each atom (eV/Å):
S -0.33 -0.43 -0.28
O -0.03 -0.05 0.06
O -0.04 0.10 -0.14
O 0.64 -1.56 2.93
N -0.28 0.24 0.12
N 2.55 -2.68 0.20
N 0.24 -0.14 -0.21
N -1.31 2.81 0.88
C -1.76 -0.84 -1.21
C 1.86 0.01 1.24
C 0.00 -0.30 -0.46
C 0.20 0.28 -0.04
C 0.58 3.08 -0.65
C -0.03 0.49 0.21
C 0.15 -1.53 -0.82
C -1.80 0.86 -0.78
C 0.07 -0.06 0.11
C 0.40 -0.96 -0.12
C -0.04 -0.34 0.21
C 0.16 -0.50 0.12
C -0.08 0.07 0.03
C -1.38 -0.31 0.79
C -0.78 -0.55 -0.75
C 0.79 -0.61 -2.79
C -0.53 -0.10 0.32
C 1.31 0.42 -1.29
C 1.40 2.04 1.69
C -3.50 -3.24 -2.45
H 0.11 -0.13 0.00
H -0.03 -0.09 0.08
H -0.50 -0.98 -0.15
H -0.15 -0.22 -0.04
H 0.09 -0.12 0.02
H -0.47 1.22 0.30
H 0.11 0.13 0.01
H -0.14 -0.05 -0.03
H 1.14 -0.32 0.16
H 0.33 1.05 1.88
H -0.09 -0.25 0.04
H -0.28 1.04 -0.39
H 1.17 -0.57 0.04
H 0.40 0.99 0.65
H -1.22 1.69 -0.33
H 1.71 -0.30 0.63
H -0.05 0.04 -0.14
H 0.06 0.12 -0.01
H -0.79 0.44 0.63
H -0.03 -0.07 -0.03
H 0.51 1.05 -0.27
H 0.77 -1.09 -0.01
H -0.30 0.24 1.17
H 0.02 0.19 -0.19
H -0.50 -0.94 -0.67
H -0.17 -0.75 -0.75
H 0.09 0.22 -0.12
H -0.14 0.11 0.04
H -0.12 1.09 0.60
H -0.01 0.07 -0.03

As for the structure (SMILES): CCSCc1ccc2nc(C[C@@H]3CO3)cnc2c1.CNC(C)=O.CNC(C)=O. The largest force on an atom comes out at 0.104 hartree/bohr. The energy above the lowest of the compared OMol25 structures with the same formula, charge and spin comes out at 7.1331 eV. The LUMO energy comes out at -0.20 eV. The value obtained for the total energy is -1622.8742 Ha. The HOMO-LUMO gap is 8.1 eV.